18
Properties=species:S:1:pos:R:3 method="wB97M-V/def2-TZVPD" smiles="C/C=C(/N)C(N)N" homo_energy_ha=-0.2723 fmax_ev_per_a=5.16 energy_ha=-323.1985
C -2.00380 -1.12944 0.56420
C -0.88476 -0.30089 1.11821
C 0.17148 0.23478 0.43090
N 1.20426 0.92626 1.12528
C 0.55360 -0.30501 -0.91127
N 0.06893 1.23408 -1.44240
N 1.90955 -0.42485 -1.14623
H -1.99734 -2.13386 0.99871
H -2.97719 -0.67967 0.79890
H -1.98046 -1.24011 -0.52306
H -1.03057 0.03278 2.14292
H 0.99508 1.02024 2.11458
H 1.37197 1.83475 0.70280
H -0.07504 -1.06733 -1.35991
H 0.87460 1.83770 -1.58036
H -0.83916 1.59761 -1.17994
H 2.45003 -0.11150 -0.33982
H 2.18883 -1.32555 -1.51352